# 1
A 2-piece molecular cluster, C6H11ClN3 overall at a distorted geometry. Source: the Open Molecules 2025 dataset; level of theory: ωB97M-V with the def2-TZVPD basis set.

The geometry in XYZ format:
```
21
Properties=species:S:1:pos:R:3
C -0.61390 1.02943 3.57186
C -0.44302 1.07279 2.21704
C -0.45444 -0.42221 0.25133
C 0.28262 0.95459 -1.10941
C 0.66208 -2.30466 -1.03533
C -0.67836 -1.66970 -0.48708
N -0.51351 -0.02568 1.39714
N -0.56572 1.55270 -1.91777
N 1.54182 1.25631 -1.04406
Cl -1.80181 -1.28823 -1.77897
H -0.51221 1.94617 4.10448
H -0.80839 0.16551 4.23864
H -0.19008 2.02689 1.77468
H 1.19667 -2.30342 -0.05560
H 1.02249 -1.75642 -1.89393
H 0.54899 -3.32870 -1.38933
H -1.08072 -2.54571 0.15059
H -1.45884 1.19421 -1.88753
H -0.44965 2.06530 -2.80434
H 2.28341 0.76445 -0.46999
H 2.03257 1.61639 -1.83241
```

Results
Kohn-Sham gap (spin up / spin down): 6.23 / 5.79 eV
spin multiplicity: 3
energy relative to the best compared isomer or geometry (same formula, charge and spin): 346.3 kJ/mol
calculated total energy: -859.20099 hartree
F_max: 7.15 eV/Å
charge: +1

***

# 2
An isolated ion of composition C6H11ClN3O and charge +1 at a distorted geometry. Source: the Open Molecules 2025 dataset; level of theory: ωB97M-V with the def2-TZVPD basis set.

The geometry in XYZ format:
```
22
Properties=species:S:1:pos:R:3
H -0.78768 -0.40403 -2.49559
N -0.94116 -0.00356 -1.59828
C -2.05257 0.60749 -1.53941
N -2.39723 1.25451 -0.33274
C -2.14229 1.50330 0.89905
N -1.14365 1.16004 1.69065
C -0.14428 0.17473 1.48220
Cl 1.16100 0.59323 2.52363
C -0.18473 -0.89489 0.61536
O 0.86083 -1.66890 0.32248
C 2.19608 -1.09810 0.34654
C 2.85700 -1.04380 -1.04387
H -2.86492 0.40930 -2.25385
H -3.25315 1.81205 -0.62677
H -2.83047 2.12753 1.42818
H -0.92851 1.58202 2.60213
H -1.31515 -1.05640 0.31131
H 2.18698 -0.10551 0.67059
H 2.66848 -1.76244 1.07511
H 3.81704 -1.43731 -0.98999
H 2.40529 -1.73798 -1.61031
H 2.83310 -0.01128 -1.47644
```

Results
Kohn-Sham gap (spin up / spin down): 7.88 / 7.88 eV
energy relative to the best compared isomer or geometry (same formula, charge and spin): 290.5 kJ/mol
calculated total energy: -934.55546 hartree
F_max: 6.20 eV/Å
charge: +1
SMILES: [H]/N=C/[NH+]=C\N/C(Cl)=C/OCC

***

# 3
The molecule C6H11ClO at a distorted geometry. Source: the Open Molecules 2025 dataset; level of theory: ωB97M-V with the def2-TZVPD basis set.

The geometry in XYZ format:
```
19
Properties=species:S:1:pos:R:3
C -0.98689 -2.15985 1.25978
C -0.56288 -0.71870 1.63859
C 0.09286 -0.00345 0.46522
C 1.63308 0.00409 0.34145
O 2.10167 -0.85976 1.38029
C -0.59549 0.49016 -0.61273
C -2.06602 0.40589 -0.88692
Cl 0.16734 1.52766 -1.81452
H -0.08567 -2.69141 0.95129
H -1.68084 -2.19999 0.39576
H -1.37137 -2.76856 2.06872
H 0.24363 -0.61768 2.33777
H -1.38386 -0.19255 2.11330
H 1.86371 1.08155 0.51618
H 2.01022 -0.29022 -0.60888
H 2.97236 -0.67123 1.60227
H -2.52445 -0.35799 -0.23675
H -2.56579 1.33719 -0.66654
H -2.22405 0.17002 -1.90089
```

Results
Kohn-Sham gap: 9.41 eV
energy relative to the best compared isomer or geometry (same formula, charge and spin): 119.1 kJ/mol
calculated total energy: -770.60401 hartree
F_max: 3.40 eV/Å
charge: 0
SMILES: CC/C(CO)=C(\C)Cl

***

# 4
An isolated ion of composition C6H11F2O4S and charge -1 at a distorted geometry. Source: the Open Molecules 2025 dataset; level of theory: ωB97M-V with the def2-TZVPD basis set.

The geometry in XYZ format:
```
24
Properties=species:S:1:pos:R:3
C 2.43354 -1.48057 0.33861
C 1.39742 -0.47792 0.77049
C 0.24685 -0.35494 -0.06389
O -0.10104 -1.60382 -0.63084
C 0.28196 0.72501 -1.19738
C 0.06696 2.20999 -0.82692
C -1.14067 -0.04126 1.00483
F -1.20513 -1.10133 1.87031
F -0.95440 1.08205 1.73300
S -2.76244 -0.13572 0.05442
O -2.69232 -1.47614 -0.51963
O -2.65401 0.96514 -0.94042
O -3.79054 0.07083 1.06847
H 3.05548 -1.11754 -0.54595
H 2.12934 -2.37890 -0.05068
H 2.96302 -1.69612 1.35244
H 1.12251 -0.56751 1.87035
H 2.06538 0.41256 0.89713
H -1.03548 -1.84381 -0.61305
H 1.20918 0.62044 -1.69680
H -0.57275 0.44372 -1.83015
H 0.50499 2.81530 -1.65818
H 0.49934 2.49915 0.25005
H -1.06717 2.43138 -0.63621
```

Results
Kohn-Sham gap: 9.36 eV
energy relative to the best compared isomer or geometry (same formula, charge and spin): 0.0 kJ/mol
calculated total energy: -1134.13182 hartree
F_max: 6.08 eV/Å
charge: -1
SMILES: CCC(O)(CC)C(F)(F)S(=O)(=O)[O-]

***

# 5
The molecule C6H11FO at a distorted geometry. Source: the Open Molecules 2025 dataset; level of theory: ωB97M-V with the def2-TZVPD basis set.

The geometry in XYZ format:
```
19
Properties=species:S:1:pos:R:3
C -2.26671 -1.10678 0.58864
C -0.80606 -0.96652 0.77092
F -0.62918 -0.35476 2.05523
C -0.30317 0.02019 -0.26921
C -0.01194 1.48117 -0.02882
C 1.15802 0.50829 -0.21588
C 2.03221 0.47179 -1.43465
O 1.88323 0.15188 0.87541
H -2.53012 -1.65144 -0.35028
H -2.78369 -1.63280 1.42128
H -2.70962 -0.11795 0.53308
H -0.12687 -1.79500 0.83713
H -0.63642 -0.16644 -1.32822
H -0.22208 1.79621 0.99114
H -0.16412 2.19273 -0.82486
H 2.85715 1.11180 -1.26105
H 2.41865 -0.58518 -1.47500
H 1.61084 0.81283 -2.37318
H 1.22986 -0.17003 1.48831
```

Results
Kohn-Sham gap: 9.87 eV
energy relative to the best compared isomer or geometry (same formula, charge and spin): 108.1 kJ/mol
calculated total energy: -410.27376 hartree
F_max: 2.82 eV/Å
charge: 0
SMILES: C[C@H](F)[C@H]1C[C@@]1(C)O

***

# 6
The molecule C6H11FO2S at a distorted geometry. Source: the Open Molecules 2025 dataset; level of theory: ωB97M-V with the def2-TZVPD basis set.

The geometry in XYZ format:
```
21
Properties=species:S:1:pos:R:3
C 2.00930 1.33297 0.26180
C 0.48396 1.00951 -0.07594
C -0.66975 1.44296 0.80464
S -2.05306 0.50070 0.11347
O -2.69966 1.25730 -0.90501
O -2.92300 0.00821 1.11239
C -1.05881 -0.94149 -0.60035
C -1.63787 -2.23662 -0.14718
C 0.45822 -0.49594 -0.20136
F 0.76468 -1.17694 0.91952
H 2.18951 0.84699 1.14636
H 2.11558 2.41814 0.10676
H 2.53635 0.90110 -0.46654
H 0.13876 1.56387 -0.91274
H -0.44916 1.22390 1.78361
H -0.80655 2.56672 0.87982
H -1.32848 -0.68768 -1.69876
H -1.16457 -2.45550 0.87385
H -1.34656 -2.97783 -0.75818
H -2.67426 -2.29529 -0.21254
H 0.94526 -0.97740 -1.06172
```

Results
Kohn-Sham gap: 10.73 eV
energy relative to the best compared isomer or geometry (same formula, charge and spin): 49.7 kJ/mol
calculated total energy: -883.66671 hartree
F_max: 5.76 eV/Å
charge: 0
SMILES: C[C@@H]1CS(=O)(=O)[C@H](C)[C@@H]1F

***

# 7
The molecule C6H11IN2O4 at a distorted geometry. Source: the Open Molecules 2025 dataset; level of theory: ωB97M-V with the def2-TZVPD basis set.

The geometry in XYZ format:
```
24
Properties=species:S:1:pos:R:3
C 1.83227 -0.78108 0.42445
C 0.78625 0.14038 -0.22102
C 0.89674 -0.10812 -1.77382
N 1.22488 1.57485 0.10652
O 1.99751 1.66087 1.00857
O 0.65915 2.41655 -0.53115
C -0.71803 -0.10783 0.31264
C -0.81275 0.30843 1.79142
C -1.73085 0.67424 -0.65750
I -3.78872 0.04566 -0.21436
N -1.02400 -1.53776 0.12675
O -0.80134 -2.30900 1.03784
O -1.44373 -1.94138 -0.91948
H 1.62721 -1.79341 0.29565
H 2.07943 -0.60705 1.40508
H 2.72046 -0.60084 -0.12898
H 0.59523 0.77343 -2.38968
H 0.12632 -0.89995 -2.03605
H 1.81366 -0.45184 -2.12193
H -0.08763 -0.24424 2.44151
H -1.84558 0.10761 2.06223
H -0.65115 1.35719 1.89041
H -1.57888 0.66155 -1.74328
H -1.87645 1.66174 -0.16580
```

Results
Kohn-Sham gap: 9.32 eV
energy relative to the best compared isomer or geometry (same formula, charge and spin): 0.0 kJ/mol
calculated total energy: -943.17146 hartree
F_max: 3.73 eV/Å
charge: 0
SMILES: CC(C)([N+](=O)[O-])[C@@](C)(CI)[N+](=O)[O-]

***

# 8
A 2-piece molecular cluster, C6H11IO3 overall at a distorted geometry. Source: the Open Molecules 2025 dataset; level of theory: ωB97M-V with the def2-TZVPD basis set.

The geometry in XYZ format:
```
21
Properties=species:S:1:pos:R:3
C -1.47530 0.78249 0.49987
C -1.03142 2.13912 -0.09277
C -0.63647 -0.18694 -0.33438
C 0.63506 0.62671 -0.68408
C 0.21653 -2.38909 -0.57955
C 2.19177 0.31671 1.13862
O 0.24637 2.02189 -0.59102
O 1.34221 0.34346 -1.78590
O -0.42141 -1.43454 0.29245
I 3.84688 -0.23264 0.03398
H -0.96048 0.61899 1.51525
H -2.63412 0.67097 0.41374
H -1.72848 2.18204 -0.90764
H -0.92215 2.98310 0.54654
H -0.98932 -0.40993 -1.29593
H 0.64259 -3.29489 -0.14626
H 1.06849 -1.90560 -0.96370
H -0.30956 -2.75674 -1.50400
H 1.66238 -0.36959 1.69315
H 2.37850 1.24765 1.56660
H 1.68762 1.19954 -2.09834
```

Results
Kohn-Sham gap: 8.17 eV
energy relative to the best compared isomer or geometry (same formula, charge and spin): 328.9 kJ/mol
calculated total energy: -758.46654 hartree
F_max: 4.38 eV/Å
charge: 0

***

# 9
The molecule C6H11N. Source: the Open Molecules 2025 dataset; level of theory: ωB97M-V with the def2-TZVPD basis set.

The geometry in XYZ format:
```
18
Properties=species:S:1:pos:R:3
C -2.08798 1.41239 0.83628
N -1.29555 0.71681 0.15337
C 0.00556 0.43381 0.59850
C 0.81303 1.35304 1.12403
C 0.42020 -1.00213 0.40426
C 0.24155 -1.46755 -1.05593
C 1.44781 -1.04478 -1.89132
H -3.08486 1.58651 0.44300
H -1.83201 1.86193 1.80002
H 0.49267 2.36984 1.29775
H 1.83763 1.07382 1.34530
H 1.47973 -1.09600 0.63834
H -0.17461 -1.62815 1.07231
H 0.18699 -2.55592 -1.07662
H -0.65744 -1.00865 -1.45781
H 2.29710 -1.71545 -1.74231
H 1.77727 -0.04126 -1.62594
H 1.19043 -1.04749 -2.95346
```

Results
Kohn-Sham gap: 10.04 eV
energy relative to the best compared isomer or geometry (same formula, charge and spin): 125.8 kJ/mol
calculated total energy: -289.92377 hartree
F_max: 0.71 eV/Å
charge: 0
SMILES: C=NC(=C)CCC

***

# 10
The molecule C6H11N at a distorted geometry. Source: the Open Molecules 2025 dataset; level of theory: ωB97M-V with the def2-TZVPD basis set.

The geometry in XYZ format:
```
18
Properties=species:S:1:pos:R:3
C -2.08826 0.49419 -0.67377
C -1.33693 -0.68616 -0.06409
C 0.12751 -0.89432 -0.51904
C 0.99420 -0.32399 0.63584
C 2.35345 0.25204 0.24765
C 0.17369 0.83262 1.05244
N -0.30996 1.87537 0.89171
H -1.81734 1.33655 0.00693
H -1.71973 0.84047 -1.64495
H -3.17078 0.34192 -0.71122
H -1.18050 -0.32358 0.99336
H -1.90565 -1.60615 0.06711
H 0.37628 -1.94067 -0.72258
H 0.36719 -0.33490 -1.43175
H 1.08902 -1.08420 1.42026
H 2.98564 -0.51669 -0.20213
H 2.20550 1.06628 -0.47078
H 2.85665 0.67123 1.12503
```

Results
Kohn-Sham gap: 11.63 eV
energy relative to the best compared isomer or geometry (same formula, charge and spin): 153.5 kJ/mol
calculated total energy: -289.91322 hartree
F_max: 2.10 eV/Å
charge: 0
SMILES: CCC[C@@H](C)C#N

***

# 11
The molecule C6H11N at a distorted geometry. Source: the Open Molecules 2025 dataset; level of theory: ωB97M-V with the def2-TZVPD basis set.

The geometry in XYZ format:
```
18
Properties=species:S:1:pos:R:3
N 0.72122 -0.51111 -2.09021
C 0.77575 -0.02626 -0.70239
C 0.79642 -1.14897 0.36226
C -0.55221 -0.94044 1.09200
C -0.31796 0.62300 1.30576
C -1.18424 1.67723 0.53052
C -0.48115 0.61332 -0.27162
H 0.48635 0.30394 -2.57678
H 1.68567 -0.83708 -2.13841
H 1.58627 0.60388 -0.48533
H 0.84791 -2.23349 -0.18723
H 1.74814 -1.12267 0.88523
H -1.47968 -1.51989 0.69223
H -0.30309 -1.66051 2.02897
H 0.61291 1.09616 1.50940
H -0.70684 2.54301 0.69515
H -2.30300 1.53045 0.70967
H -1.44291 0.08657 -0.40067
```

Results
Kohn-Sham gap: 9.12 eV
energy relative to the best compared isomer or geometry (same formula, charge and spin): 589.1 kJ/mol
calculated total energy: -289.74730 hartree
F_max: 6.87 eV/Å
charge: 0
SMILES: N[C@@H]1CC[C@@H]2C[C@H]21

***

# 12
The molecule C6H11N. Source: the Open Molecules 2025 dataset; level of theory: ωB97M-V with the def2-TZVPD basis set.

The geometry in XYZ format:
```
18
Properties=species:S:1:pos:R:3
C -1.79371 0.49415 -0.49933
C -1.30802 -0.88504 -0.11360
C 0.19705 -0.93037 -0.35737
C 0.92439 0.02856 0.58757
C 2.41797 0.11204 0.23231
C 0.29764 1.42057 0.69549
N -0.91073 1.50096 0.15763
H -1.37931 2.39697 0.19858
H -1.77839 0.63624 -1.59113
H -2.83225 0.67138 -0.18387
H -1.52237 -1.03512 0.95296
H -1.83432 -1.66959 -0.66612
H 0.57736 -1.94900 -0.24504
H 0.40280 -0.62142 -1.39398
H 0.86706 -0.38428 1.61127
H 2.86492 -0.89173 0.19717
H 2.56006 0.56381 -0.75608
H 2.97760 0.71612 0.95273
```

Results
Kohn-Sham gap: 8.67 eV
energy relative to the best compared isomer or geometry (same formula, charge and spin): 170.1 kJ/mol
calculated total energy: -289.90691 hartree
F_max: 0.79 eV/Å
charge: 0

***

> Which of these has the lowest calculated total energy?

C6H11F2O4S

***

> Number 5 is which compound?

C6H11FO

***

> Which value of charge does entry 4 give?

-1